No. 1
The following is a quantum chemistry calculation of the molecule C4H10N2O, from the Open Molecules 2025 dataset.

SMILES: CC(=O)NCCN
HOMO energy (eV): -9.6
Kohn-Sham gap (eV): 10.5166
LUMO energy (Eh): 0.032
Energy above the lowest of the compared OMol25 structures with the same formula, charge and spin (kJ/mol): 214.2
Strongest force on any atom (eV/Å): 4.76

```
! wB97M-V def2-TZVPD RIJCOSX def2/J DEFGRID3
* xyz 0 1
H -0.070 1.385 -0.824
H -3.043 1.467 0.912
C -1.059 0.895 1.409
N 0.290 0.468 -0.689
H -0.983 0.945 2.520
H -2.522 0.148 0.157
H -0.544 -1.061 0.540
N -2.486 0.604 1.136
H 0.772 -0.223 1.189
H 1.056 -1.752 -0.336
H -0.812 2.000 1.254
O 1.812 0.480 -2.432
C -0.043 -0.039 0.638
H 2.781 -1.495 -0.863
C 1.721 -1.472 -1.190
C 1.354 -0.032 -1.492
H 1.777 -2.318 -1.929
*
```

***

No. 2
The following is a quantum chemistry calculation of a cluster of 2 separate species, C4H10N2O in total, from the Open Molecules 2025 dataset.

HOMO energy (spin up / spin down) (eV): -7.3 / -8.8
Kohn-Sham gap (spin up / spin down) (eV): 6.7749 / 9.5612
LUMO energy (spin up / spin down) (Eh): -0.020 / 0.028
Energy above the lowest of the compared OMol25 structures with the same formula, charge and spin (kJ/mol): 679.1
Strongest force on any atom (eV/Å): 3.02

```
! wB97M-V def2-TZVPD RIJCOSX def2/J DEFGRID3
* xyz 0 1
C -0.804 0.151 -0.954
C 0.304 -0.583 -0.178
C -1.070 1.129 0.197
H -0.446 0.622 -1.868
H 2.384 -1.136 -0.102
N 0.759 0.255 2.005
H 0.352 -2.029 1.107
H -1.968 0.866 0.819
H 1.579 -1.454 -1.653
H -0.994 2.201 0.080
H -1.656 -0.483 -1.178
C 1.666 -0.747 -0.827
H 0.695 1.112 2.566
H 2.036 0.205 -1.210
H -2.976 1.175 0.007
N 0.331 0.509 0.847
O -0.191 -1.791 0.342
*
```

***

No. 3
The following is a quantum chemistry calculation of the molecule C4H10N2O, from the Open Molecules 2025 dataset.

SMILES: [H]/N=C/N(C)[C@H](C)O
HOMO energy (eV): -8.4
Kohn-Sham gap (eV): 9.1712
LUMO energy (Eh): 0.028
Energy above the lowest of the compared OMol25 structures with the same formula, charge and spin (kJ/mol): 330.6
Strongest force on any atom (eV/Å): 5.67

```
! wB97M-V def2-TZVPD RIJCOSX def2/J DEFGRID3
* xyz 0 1
H 1.210 1.079 1.838
H 0.421 3.151 1.108
H -0.298 -1.974 1.018
H -0.250 -2.001 -1.476
C 0.507 -1.236 1.026
C 0.425 1.181 1.078
H 0.797 -1.105 2.071
C 0.020 -0.958 -1.653
H 1.382 -1.668 0.535
N 0.161 0.021 0.355
H -1.817 -0.584 -0.284
C -0.952 0.013 -0.594
H -0.937 2.043 -0.335
H 1.099 -0.820 -1.751
N -0.160 2.350 0.844
O -1.275 1.194 -1.131
H -0.336 -0.686 -2.650
*
```

***

No. 4
The following is a quantum chemistry calculation of the molecule C4H10N2O, from the Open Molecules 2025 dataset.

SMILES: C[C@H](C=O)NCN
HOMO energy (eV): -8.7
Kohn-Sham gap (eV): 9.5611
LUMO energy (Eh): 0.030
Energy above the lowest of the compared OMol25 structures with the same formula, charge and spin (kJ/mol): 332.6
Strongest force on any atom (eV/Å): 3.78

```
! wB97M-V def2-TZVPD RIJCOSX def2/J DEFGRID3
* xyz 0 1
N -2.210 0.798 1.673
H -0.170 -0.119 -2.464
C 2.446 -0.186 -0.280
H -0.471 -1.091 -1.149
H 1.261 1.401 -0.896
H 1.163 -1.272 -2.048
C 0.385 -0.572 -1.579
H -2.925 1.205 1.052
H -1.691 -0.188 -0.146
C 1.112 0.409 -0.526
C -1.237 -0.108 0.841
H -1.288 -1.066 1.376
O 3.534 0.278 -0.461
N 0.167 0.495 0.657
H 0.256 1.177 1.398
H -2.600 0.112 2.350
H 2.268 -1.274 0.202
*
```

***

No. 5
The following is a quantum chemistry calculation of the molecule C4H10N2O, from the Open Molecules 2025 dataset.

SMILES: CN(C)C(=O)CN
HOMO energy (eV): -9.2
Kohn-Sham gap (eV): 10.1251
LUMO energy (Eh): 0.033
Energy above the lowest of the compared OMol25 structures with the same formula, charge and spin (kJ/mol): 289.0
Strongest force on any atom (eV/Å): 3.29

```
! wB97M-V def2-TZVPD RIJCOSX def2/J DEFGRID3
* xyz 0 1
H 0.827 -0.466 1.954
N 0.555 0.531 -0.515
H 0.511 -0.705 -2.215
C 1.182 0.172 -1.759
H -0.278 -2.609 1.746
H -1.105 -1.758 3.093
C -0.416 1.696 -0.734
H -1.189 2.117 -0.039
O -0.505 -1.545 -0.529
C -0.136 -0.546 0.102
H 1.039 1.075 -2.516
C -0.262 -0.503 1.626
H 0.305 2.452 -0.975
H -0.864 0.420 1.912
H 2.210 -0.101 -1.479
N -0.903 -1.801 2.085
H -0.970 1.571 -1.756
*
```

***

No. 6
The following is a quantum chemistry calculation of the molecule C4H10N2O, from the Open Molecules 2025 dataset.

SMILES: C/C(O)=C(/C)NN
HOMO energy (eV): -6.4
Kohn-Sham gap (eV): 7.2965
LUMO energy (Eh): 0.033
Energy above the lowest of the compared OMol25 structures with the same formula, charge and spin (kJ/mol): 443.4
Strongest force on any atom (eV/Å): 4.16

```
! wB97M-V def2-TZVPD RIJCOSX def2/J DEFGRID3
* xyz 0 1
H -2.819 -0.518 -0.203
O 1.869 1.057 -0.546
H -1.560 1.259 -1.507
H 1.145 -1.525 1.505
H 2.403 -1.444 0.262
H 2.791 0.785 -0.431
C 1.038 0.233 0.225
H -2.915 0.718 0.900
H 0.017 0.882 -2.197
C -0.784 0.489 -1.568
N -2.511 -0.199 0.716
H 2.477 -0.390 1.688
H -1.200 -0.385 -2.082
C -0.273 0.095 -0.209
C 1.801 -0.845 0.958
H -0.358 -0.061 1.655
N -1.121 -0.151 0.833
*
```

***

no.,E_tot (eV)
1,-9336.767
2,-9331.949
3,-9335.561
4,-9335.540
5,-9335.992
6,-9334.392